1) A molecular structure, C28H40AsN5O5SSiW. Source: the Open Molecules 2025 dataset; level of theory: ωB97M-V/def2-TZVPD.

CARTESIAN COORDINATES (ANGSTROEM)
W: -0.586 0.636 0.882
O: 1.612 5.348 4.308
C: 1.133 4.274 3.640
C: 1.852 3.090 3.508
C: 1.291 2.063 2.784
N: 0.108 2.194 2.196
C: -0.637 3.277 2.414
C: -0.158 4.353 3.123
C: -2.062 3.081 1.950
O: -2.908 3.930 2.132
O: -2.242 1.890 1.464
C: 1.777 0.639 2.746
O: 2.807 0.288 3.278
O: 0.881 -0.155 2.217
H: 2.505 5.168 4.619
H: 2.815 2.937 3.981
H: -0.784 5.217 3.294
C: -1.898 -0.409 -4.809
C: -2.526 0.899 -4.347
N: -1.730 1.586 -3.342
C: -1.699 1.234 -2.049
S: -0.771 2.233 -0.968
N: -2.400 0.190 -1.666
N: -2.308 -0.017 -0.319
C: -3.256 -0.665 0.267
C: -4.506 -1.083 -0.436
C: -3.081 -0.931 1.689
C: -4.102 -1.472 2.459
C: -3.879 -1.722 3.801
C: -2.644 -1.422 4.351
C: -1.689 -0.846 3.536
N: -1.900 -0.598 2.246
H: -2.530 -0.892 -5.557
H: -1.780 -1.087 -3.964
H: -0.916 -0.231 -5.251
H: -3.516 0.713 -3.930
H: -2.644 1.582 -5.188
H: -1.149 2.361 -3.609
H: -4.372 -0.982 -1.507
H: -5.330 -0.434 -0.126
H: -4.771 -2.114 -0.197
H: -5.061 -1.695 2.015
H: -4.665 -2.146 4.414
H: -2.426 -1.606 5.393
H: -0.712 -0.562 3.906
C: 4.702 0.387 -2.553
Si: 3.843 1.637 -1.449
C: 5.069 2.295 -0.196
C: 3.201 3.035 -2.523
C: 2.412 0.920 -0.574
C: 1.317 0.794 -0.042
H: 5.513 0.875 -3.100
H: 4.013 -0.037 -3.285
H: 5.132 -0.436 -1.979
H: 5.900 2.812 -0.684
H: 5.478 1.485 0.411
H: 4.577 2.997 0.481
H: 4.020 3.637 -2.924
H: 2.539 3.685 -1.946
H: 2.625 2.642 -3.364
C: 0.935 -3.283 2.018
C: 1.439 -2.724 0.692
As: 0.044 -1.737 -0.242
C: -1.366 -3.088 -0.403
C: -0.857 -4.433 -0.912
C: 0.602 -1.617 -2.118
C: 1.973 -2.209 -2.410
H: 1.693 -3.930 2.462
H: 0.026 -3.878 1.895
H: 0.729 -2.475 2.717
H: 1.791 -3.520 0.036
H: 2.255 -2.018 0.845
H: -2.095 -2.669 -1.100
H: -1.857 -3.196 0.567
H: -0.289 -4.316 -1.837
H: -1.687 -5.112 -1.117
H: -0.207 -4.915 -0.182
H: 0.581 -0.552 -2.344
H: -0.171 -2.107 -2.712
H: 2.729 -1.775 -1.758
H: 2.266 -1.999 -3.441
H: 1.982 -3.293 -2.279

Calculated values
Gap between HOMO and LUMO: 0.216 Ha

***

2) A molecular structure, C28H40AsN5O5SSiW. Source: the Open Molecules 2025 dataset; level of theory: ωB97M-V/def2-TZVPD.

CARTESIAN COORDINATES (ANGSTROEM)
W: -0.474 -0.002 -0.171
O: -6.426 -1.767 0.812
C: -5.137 -1.424 0.600
C: -4.192 -2.321 0.107
C: -2.901 -1.881 -0.068
N: -2.527 -0.632 0.218
C: -3.442 0.239 0.668
C: -4.756 -0.116 0.880
C: -2.891 1.622 0.859
O: -3.572 2.532 1.292
O: -1.652 1.695 0.494
C: -1.774 -2.724 -0.599
O: -1.948 -3.879 -0.918
O: -0.659 -2.064 -0.641
H: -6.565 -2.691 0.574
H: -4.426 -3.346 -0.150
H: -5.453 0.626 1.243
C: 3.316 0.217 -4.928
C: 2.166 -0.776 -4.994
N: 0.944 -0.263 -4.394
C: 0.702 -0.304 -3.060
S: -0.940 0.116 -2.592
N: 1.704 -0.642 -2.293
N: 1.402 -0.696 -0.950
C: 2.207 -1.321 -0.156
C: 3.475 -1.943 -0.641
C: 1.765 -1.487 1.235
C: 2.500 -2.144 2.143
C: 2.031 -2.360 3.502
C: 0.843 -1.902 3.884
C: -0.044 -1.125 2.977
N: 0.450 -0.988 1.547
H: 4.216 -0.210 -5.373
H: 3.535 0.474 -3.892
H: 3.070 1.133 -5.467
H: 2.442 -1.707 -4.495
H: 1.933 -1.015 -6.032
H: 0.135 -0.141 -4.978
H: 3.790 -1.468 -1.565
H: 3.297 -3.001 -0.847
H: 4.268 -1.864 0.100
H: 3.459 -2.553 1.865
H: 2.669 -2.904 4.185
H: 0.476 -2.066 4.891
H: -1.059 -1.541 2.969
C: -0.910 3.287 3.727
Si: -0.682 1.551 4.385
C: -2.330 0.834 4.939
C: 0.531 1.579 5.819
C: -0.047 0.393 3.074
C: 0.335 0.487 1.771
H: -1.372 3.916 4.491
H: -1.551 3.299 2.844
H: 0.052 3.737 3.478
H: -2.718 1.352 5.818
H: -2.239 -0.224 5.195
H: -3.070 0.928 4.142
H: 0.188 2.249 6.610
H: 1.509 1.927 5.482
H: 0.665 0.587 6.255
C: 2.479 3.048 1.113
C: 1.137 3.483 0.544
As: 0.516 2.389 -0.946
C: 2.045 2.460 -2.182
C: 2.699 3.828 -2.389
C: -0.916 3.472 -1.709
C: -0.587 4.197 -3.005
H: 2.736 3.638 1.995
H: 3.287 3.176 0.391
H: 2.450 2.000 1.414
H: 1.166 4.525 0.212
H: 0.335 3.400 1.275
H: 1.723 2.046 -3.139
H: 2.762 1.746 -1.774
H: 2.207 4.392 -3.179
H: 3.744 3.708 -2.681
H: 2.689 4.446 -1.491
H: -1.204 4.166 -0.918
H: -1.753 2.791 -1.849
H: 0.144 4.992 -2.856
H: -1.487 4.657 -3.417
H: -0.196 3.513 -3.760

Calculated values
Gap between HOMO and LUMO: 0.231 Ha

***

Verdict on stability: 1) comes out on top.

***

1) 3 unconnected molecules or ions with the total composition C2H11NO2S2. Source: the Open Molecules 2025 dataset; level of theory: ωB97M-V/def2-TZVPD.

CARTESIAN COORDINATES (ANGSTROEM)
N: -0.018 1.598 0.999
C: -1.022 1.636 -0.045
C: -1.725 0.271 -0.214
S: -0.400 -0.900 -0.797
S: -1.457 -2.612 -1.262
H: 0.905 1.855 0.645
H: -0.199 2.310 1.697
H: -0.675 1.805 -1.072
H: -1.790 2.389 0.122
H: -2.518 0.397 -0.951
H: -2.123 -0.194 0.683
H: -1.198 -3.268 -0.114
O: 2.635 0.011 1.871
H: 2.333 -0.499 1.129
H: 1.763 0.314 2.154
O: 2.796 2.903 0.771
H: 3.639 3.062 0.398
H: 2.975 3.074 1.685

Calculated values
Gap between HOMO and LUMO: 0.350 Ha
Structure (SMILES): NCCSS.O.O

***

2) 3 unconnected molecules or ions with the total composition C2H11NO2S2. Source: the Open Molecules 2025 dataset; level of theory: ωB97M-V/def2-TZVPD.

CARTESIAN COORDINATES (ANGSTROEM)
N: -1.626 0.917 1.261
C: -0.395 1.399 0.553
C: 0.922 0.587 0.836
S: 2.388 1.067 -0.145
S: 3.488 -0.638 0.371
H: -2.378 1.635 1.133
H: -1.952 0.096 0.693
H: -0.207 2.482 0.766
H: -0.542 1.265 -0.549
H: 0.592 -0.450 0.824
H: 1.188 0.859 1.874
H: 2.370 -1.413 0.478
O: -2.095 -1.552 -0.684
H: -2.363 -2.267 -1.257
H: -1.478 -0.996 -1.222
O: 0.466 -1.324 -1.668
H: 0.231 -0.431 -1.843
H: 1.391 -1.234 -1.423

Calculated values
Gap between HOMO and LUMO: 0.330 Ha
Structure (SMILES): NCCSS.O.O

***

3) 3 unconnected molecules or ions with the total composition C2H11NO2S2. Source: the Open Molecules 2025 dataset; level of theory: ωB97M-V/def2-TZVPD.

CARTESIAN COORDINATES (ANGSTROEM)
N: -0.039 2.713 1.333
C: 0.594 1.486 1.677
C: -0.038 0.414 0.989
S: 0.948 -1.140 1.016
S: 1.390 -2.149 -0.492
H: 0.371 3.574 1.711
H: -0.966 2.679 1.602
H: 1.642 1.589 1.041
H: 0.845 1.247 2.793
H: -1.073 0.051 1.286
H: -0.337 0.799 -0.111
H: 2.147 -1.454 -1.270
O: -3.088 -0.295 -1.568
H: -3.275 -0.365 -0.692
H: -2.533 0.400 -1.796
O: -1.285 1.511 -2.520
H: -1.486 2.454 -2.238
H: -0.816 1.535 -3.332

Calculated values
Gap between HOMO and LUMO: 0.318 Ha
Structure (SMILES): NCCSS.O.O

***

Verdict on stability: 1) comes out on top.

***

1) 2 unconnected molecules or ions with the total composition C3H5FO2. Source: the Open Molecules 2025 dataset; level of theory: ωB97M-V/def2-TZVPD.

CARTESIAN COORDINATES (ANGSTROEM)
C: -1.407 1.259 0.465
C: -0.408 0.268 0.252
C: 1.516 -0.832 -0.285
O: -0.878 0.873 -0.811
O: 0.777 -0.059 0.627
F: -1.081 -1.789 -0.062
H: -2.505 1.008 0.515
H: -1.103 2.324 0.788
H: 1.013 -0.771 -1.275
H: 1.519 -1.947 0.148
H: 2.557 -0.333 -0.362

Calculated values
Gap between HOMO and LUMO: 0.376 Ha

***

2) C3H5FO2 in the gas phase. Source: the Open Molecules 2025 dataset; level of theory: ωB97M-V/def2-TZVPD.

CARTESIAN COORDINATES (ANGSTROEM)
O: -0.561 1.474 -1.273
C: -0.400 1.068 -0.155
C: -0.451 -0.416 0.097
O: -0.877 -1.033 -1.071
C: 0.870 -0.850 0.603
F: 1.242 -0.054 1.653
H: -0.189 1.721 0.692
H: -1.223 -0.569 0.919
H: -0.890 -0.350 -1.781
H: 0.876 -1.906 0.935
H: 1.638 -0.750 -0.163

Calculated values
Gap between HOMO and LUMO: 0.417 Ha
Structure (SMILES): O=C[C@@H](O)CF

***

Verdict on stability: 2) comes out on top.

***

1) C8H12OS in the gas phase. Source: the Open Molecules 2025 dataset; level of theory: ωB97M-V/def2-TZVPD.

CARTESIAN COORDINATES (ANGSTROEM)
C: -0.935 0.178 -0.304
C: 0.253 0.625 -0.142
C: -2.136 -0.543 0.036
C: 1.425 1.223 -0.353
C: -2.568 -0.682 1.483
C: -2.333 -1.877 -0.725
C: 2.097 0.986 -1.678
C: 2.092 1.861 0.843
O: -3.516 1.757 0.142
S: -2.959 0.894 -0.881
H: -1.938 -1.193 2.072
H: -2.706 0.266 2.021
H: -3.437 -1.203 1.370
H: -3.380 -2.107 -0.617
H: -2.068 -1.898 -1.804
H: -1.613 -2.568 -0.220
H: 2.591 0.062 -1.494
H: 1.471 0.831 -2.579
H: 2.805 1.776 -2.092
H: 2.321 2.904 0.749
H: 1.285 1.662 1.538
H: 3.030 1.325 1.050

Calculated values
Gap between HOMO and LUMO (alpha / beta): 0.266 / 0.256 Ha

***

2) C8H12OS in the gas phase. Source: the Open Molecules 2025 dataset; level of theory: ωB97M-V/def2-TZVPD.

CARTESIAN COORDINATES (ANGSTROEM)
C: -0.168 2.690 -0.273
C: -1.129 3.482 -0.562
C: -0.886 -0.831 -0.117
C: 0.219 -1.910 -0.523
C: -0.367 0.023 1.049
C: 1.579 -1.179 -0.861
C: 0.825 0.811 0.627
C: 1.934 -0.247 0.297
O: 0.698 1.817 -0.478
S: 3.540 0.578 0.134
H: -1.829 3.266 -1.520
H: -1.147 4.468 -0.101
H: -1.272 -0.353 -1.012
H: -1.735 -1.462 0.121
H: 0.238 -2.688 0.280
H: -0.037 -2.487 -1.411
H: -1.305 0.654 1.504
H: -0.016 -0.715 1.765
H: 2.391 -1.877 -1.115
H: 1.678 -0.553 -1.798
H: 1.335 1.321 1.578
H: 1.959 -0.817 1.286

Calculated values
Gap between HOMO and LUMO (alpha / beta): 0.370 / 0.165 Ha

***

Verdict on stability: 1) comes out on top.

***

1) A gas-phase ion, CHClNO2S (charge -1). Source: the Open Molecules 2025 dataset; level of theory: ωB97M-V/def2-TZVPD.

CARTESIAN COORDINATES (ANGSTROEM)
O: 1.206 1.005 0.000
C: -0.036 0.911 0.000
O: -0.925 1.742 0.001
N: -0.461 -0.468 -0.003
S: 0.752 -1.696 0.000
Cl: -2.105 -0.904 0.002
H: 1.569 -0.590 0.001

Calculated values
Gap between HOMO and LUMO: 0.266 Ha
Structure (SMILES): O=C([O-])N(S)Cl
Net charge: -1

***

2) 2 unconnected molecules or ions with the total composition CHClNO2S. Source: the Open Molecules 2025 dataset; level of theory: ωB97M-V/def2-TZVPD.

CARTESIAN COORDINATES (ANGSTROEM)
C: 2.397 -1.245 -2.175
N: -0.358 0.628 -1.377
O: 3.141 -0.452 -2.552
O: 1.746 -2.175 -1.872
S: 0.803 0.443 -0.363
Cl: -0.191 -0.153 -3.078
H: 0.621 -0.733 0.182

Calculated values
Gap between HOMO and LUMO: 0.243 Ha
Net charge: -1

***

Verdict on stability: 1) comes out on top.

***

1) C8H10N2O in the gas phase. Source: the Open Molecules 2025 dataset; level of theory: ωB97M-V/def2-TZVPD.

CARTESIAN COORDINATES (ANGSTROEM)
N: 1.849 1.462 -0.804
C: 1.400 0.329 -0.217
C: -0.248 0.005 -0.316
C: -0.770 -1.261 -0.142
C: -2.145 -1.439 0.178
C: -2.974 -0.319 0.105
C: -2.359 0.943 -0.137
N: -1.020 1.099 -0.122
O: -0.569 2.314 0.019
C: 2.040 -0.157 1.115
C: 2.255 -0.875 -0.220
H: 1.594 1.489 -1.794
H: 1.556 2.382 -0.509
H: -0.261 -2.168 -0.076
H: -2.576 -2.489 0.443
H: -4.118 -0.309 0.291
H: -2.914 1.846 -0.425
H: 1.245 -0.628 1.807
H: 2.973 0.325 1.652
H: 3.147 -0.626 -0.587
H: 1.897 -1.923 -0.262

Calculated values
Gap between HOMO and LUMO (alpha / beta): 0.326 / 0.326 Ha
Structure (SMILES): NC1(c2cccc[n+]2[O-])CC1

***

2) C8H10N2O in the gas phase. Source: the Open Molecules 2025 dataset; level of theory: ωB97M-V/def2-TZVPD.

CARTESIAN COORDINATES (ANGSTROEM)
C: 1.853 -1.510 -1.127
N: 1.226 -0.966 0.090
C: 1.646 -1.555 1.309
C: 0.072 -0.186 0.095
C: -0.407 0.630 1.272
C: -1.420 1.591 1.040
C: -1.797 1.848 -0.354
N: -2.756 2.953 -0.566
O: -3.665 2.935 0.310
C: -1.497 0.924 -1.409
C: -0.574 -0.039 -1.130
H: 2.853 -1.755 -0.893
H: 1.745 -0.572 -1.752
H: 1.302 -2.293 -1.631
H: 2.672 -1.336 1.700
H: 1.572 -2.693 1.292
H: 0.950 -1.235 2.122
H: 0.151 0.474 2.157
H: -1.826 2.157 1.883
H: -1.723 1.247 -2.394
H: -0.376 -0.617 -2.015

Calculated values
Gap between HOMO and LUMO: 0.278 Ha
Structure (SMILES): CN(C)c1ccc(N=O)cc1

***

Verdict on stability: 2) comes out on top.